Record 1
{
  "formula": "C6H9NOS",
  "method": "ωB97M-V/def2-TZVPD",
  "fmax_ev_per_a": 3.84,
  "homo_lumo_gap_ev": 8.82,
  "charge": 0,
  "lumo_energy_ev": 0.83,
  "multiplicity": 1,
  "smiles": "CSc1c(O)ccn1C",
  "symbols": ["C", "S", "C", "C", "O", "C", "C", "N", "C", "H", "H", "H", "H", "H", "H", "H", "H", "H"],
  "positions_angstrom": [[-1.95150, 0.71039, -1.48437], [-1.67022, 1.15900, 0.26206], [-0.03318, 0.55620, 0.35535], [1.16606, 1.11257, 0.00546], [1.29404, 2.31030, -0.62187], [2.09809, 0.10483, 0.18274], [1.49045, -1.01945, 0.60479], [0.19761, -0.73334, 0.73255], [-0.79163, -1.54055, 1.34169], [-2.22630, -0.26861, -1.69929], [-0.95890, 0.89960, -1.83313], [-2.72222, 1.43457, -1.94688], [2.17959, 2.40951, -0.92129], [3.18716, 0.11361, -0.04271], [1.95559, -1.94600, 0.68962], [-0.35230, -2.23541, 2.15011], [-1.70985, -0.93854, 1.69784], [-1.15251, -2.12868, 0.52733]]
}


Record 2
{
  "formula": "C2H14NO4",
  "method": "ωB97M-V/def2-TZVPD",
  "fmax_ev_per_a": 1.48,
  "homo_lumo_gap_ev": 11.90,
  "charge": 1,
  "lumo_energy_ev": -2.66,
  "multiplicity": 1,
  "symbols": ["C", "C", "N", "H", "H", "H", "H", "H", "H", "H", "H", "O", "H", "H", "O", "H", "H", "O", "H", "H", "O"],
  "positions_angstrom": [[1.62473, -0.97114, 0.35731], [2.31370, -0.39803, -0.60346], [0.41179, -0.26989, 0.85195], [1.76516, -1.96273, 0.75267], [3.09191, -0.91605, -1.14839], [2.15814, 0.61291, -0.94857], [0.36041, -0.47137, 1.84405], [0.33637, 0.75661, 0.68203], [-0.34794, -0.61458, 0.25728], [-0.52508, -2.32063, 3.41573], [-0.54493, -3.17518, 2.15747], [-0.44102, -2.26524, 2.45791], [-1.01957, 2.31459, -0.43841], [-1.50285, 2.51168, 1.00035], [-1.00237, 1.91321, 0.43539], [-2.98067, -1.44047, -1.25452], [-1.98018, -1.64385, -2.24902], [-2.08235, -1.13696, -1.42673], [0.98321, 3.27415, -1.70964], [0.24422, 2.60443, -2.92534], [0.16695, 2.85962, -2.00194]]
}


Record 3
{
  "formula": "C6H9ClOS",
  "method": "ωB97M-V/def2-TZVPD",
  "fmax_ev_per_a": 3.17,
  "homo_lumo_gap_ev": 8.38,
  "charge": 0,
  "lumo_energy_ev": -0.29,
  "multiplicity": 1,
  "smiles": "CC(C)C(=S)Cl.C=C=O",
  "symbols": ["C", "C", "C", "C", "S", "Cl", "H", "H", "H", "H", "H", "H", "H", "C", "C", "O", "H", "H"],
  "positions_angstrom": [[-0.27683, 2.06336, -0.95600], [0.01828, 0.53384, -0.71576], [1.25722, 0.12449, -1.46026], [0.17560, 0.43644, 0.73532], [1.58858, 0.51668, 1.47019], [-1.29321, 0.68462, 1.47825], [-0.90547, 1.99587, -1.83610], [0.61295, 2.49851, -1.20061], [-0.64980, 2.48147, -0.04469], [-0.90541, -0.09155, -1.07282], [2.07772, 0.62187, -0.91304], [1.30511, 0.39969, -2.45168], [1.52861, -0.96907, -1.41976], [-0.03604, -0.82485, 4.29005], [-0.05927, -1.43613, 3.14241], [-0.25017, -2.07277, 2.16148], [-1.02451, -0.55448, 4.55988], [0.79586, -0.55956, 4.96617]]
}


Record 4
{
  "formula": "C8H15FN",
  "method": "ωB97M-V/def2-TZVPD",
  "fmax_ev_per_a": 8.15,
  "homo_lumo_gap_ev": [6.78, 8.08],
  "charge": 1,
  "lumo_energy_ev": [-2.90, -6.47],
  "multiplicity": 3,
  "symbols": ["C", "C", "C", "C", "C", "C", "C", "C", "N", "F", "H", "H", "H", "H", "H", "H", "H", "H", "H", "H", "H", "H", "H", "H", "H"],
  "positions_angstrom": [[-0.98154, 1.07300, -1.15205], [-0.52167, -0.14726, -1.47507], [-0.44538, -1.15143, -0.41094], [-1.36228, 1.25594, 0.20844], [0.10189, 0.44729, 1.28046], [0.02923, -0.46929, -2.82563], [-0.42451, 0.42926, 2.69866], [1.96449, -0.65110, 0.11609], [0.60103, -0.73136, 0.65497], [-1.44523, 2.59924, 0.49788], [-0.85980, 2.03705, -1.73938], [-1.42562, -1.25898, 0.05855], [-0.09237, -2.05816, -0.87103], [-2.17827, 0.85706, 0.73389], [0.85155, 1.23617, 1.29290], [-0.46037, 0.16412, -3.63303], [-0.12052, -1.58267, -3.00199], [1.02831, -0.26735, -2.96498], [-1.32650, -0.31106, 2.89706], [-0.67971, 1.52752, 2.81466], [0.21040, 0.41412, 3.56211], [2.03110, -0.15219, -0.91838], [2.52172, -0.08155, 0.83626], [2.40068, -1.64852, 0.05416], [0.58338, -1.52985, 1.28639]]
}


Record 5
{
  "formula": "C27H45F10N3O5S3",
  "method": "ωB97M-V/def2-TZVPD",
  "fmax_ev_per_a": 1.08,
  "homo_lumo_gap_ev": 9.45,
  "charge": 0,
  "lumo_energy_ev": 0.19,
  "multiplicity": 1,
  "smiles": "CC(=O)N(C)[C@@]1(S)[C@](S)(c2ccncc2)NC(=O)[C@@]1(F)CCCCC(F)(F)C(F)(F)S(F)(F)(F)(F)F.CC(C)O.CC(C)O.CC(C)O",
  "symbols": ["C", "C", "O", "N", "C", "C", "S", "C", "S", "C", "C", "C", "N", "C", "C", "N", "C", "O", "C", "F", "C", "C", "C", "C", "C", "F", "F", "C", "F", "F", "S", "F", "F", "F", "F", "F", "H", "H", "H", "H", "H", "H", "H", "H", "H", "H", "H", "H", "H", "H", "H", "H", "H", "H", "H", "H", "H", "C", "C", "C", "O", "H", "H", "H", "H", "H", "H", "H", "H", "C", "C", "C", "O", "H", "H", "H", "H", "H", "H", "H", "H", "C", "C", "C", "O", "H", "H", "H", "H", "H", "H", "H", "H"],
  "positions_angstrom": [[-0.35244, 1.13889, -2.16710], [-0.71079, 0.08135, -1.15210], [-1.60978, 0.30167, -0.37424], [0.12921, -1.08549, -0.97749], [0.13636, -1.42582, 0.46026], [-0.08013, -2.27892, -1.81165], [-1.46141, -3.41332, -1.22006], [-0.36007, -2.09379, -3.34847], [0.89612, -1.06580, -4.27912], [-1.73408, -1.60585, -3.82351], [-2.79217, -1.23355, -3.01046], [-3.97977, -0.80559, -3.59768], [-4.17863, -0.72029, -4.90291], [-3.16284, -1.08514, -5.68137], [-1.94572, -1.52526, -5.19781], [-0.17145, -3.48218, -3.82546], [0.89721, -4.04511, -3.12299], [1.52279, -5.00965, -3.46866], [1.16893, -3.23082, -1.84471], [1.16182, -4.13139, -0.77808], [2.60206, -2.70701, -1.88231], [3.11735, -2.00865, -0.62398], [4.64812, -1.88072, -0.57666], [5.34892, -1.43084, -1.86338], [5.71934, 0.03347, -1.93412], [6.47806, 0.23641, -3.03882], [6.44852, 0.40227, -0.85260], [4.47806, 0.97987, -1.98818], [3.91795, 0.99648, -0.77644], [3.58733, 0.44979, -2.84590], [4.74256, 2.78973, -2.54397], [4.46348, 3.35207, -1.09093], [6.28612, 2.72306, -2.20370], [5.02200, 2.26428, -4.01480], [3.18951, 2.90671, -2.87053], [4.93729, 4.26278, -3.05751], [0.65047, 1.06140, -2.55714], [-1.09147, 1.16748, -2.96688], [-0.42539, 2.08367, -1.62374], [0.58164, -0.59005, 1.00066], [-0.86113, -1.61548, 0.85334], [0.76290, -2.29932, 0.61755], [-0.98228, -3.75224, -0.02124], [1.57855, -0.57055, -3.25170], [-2.72515, -1.26675, -1.93723], [-4.80558, -0.51720, -2.95760], [-3.32546, -1.01505, -6.75084], [-1.17478, -1.80358, -5.90671], [0.02811, -3.53971, -4.81896], [2.76480, -2.08493, -2.75615], [3.20727, -3.60642, -2.04449], [2.82584, -2.61018, 0.23920], [2.63741, -1.03980, -0.49521], [4.90546, -1.20755, 0.24297], [5.05686, -2.85427, -0.29848], [4.79456, -1.68221, -2.76384], [6.31703, -1.93170, -1.94670], [-4.45309, -1.30970, 0.77201], [-4.15891, -2.69713, 1.30224], [-5.30960, -3.26725, 2.11542], [-2.95505, -2.67343, 2.07740], [-4.62079, -0.61177, 1.59230], [-3.59618, -0.94300, 0.21271], [-5.33298, -1.30365, 0.12287], [-3.94000, -3.36545, 0.46700], [-5.51038, -2.63018, 2.98162], [-5.06462, -4.26415, 2.48310], [-6.22073, -3.32953, 1.51888], [-3.09878, -2.07150, 2.81642], [-4.45670, 2.97114, 2.72684], [-3.23486, 2.15327, 3.11996], [-2.01708, 3.03200, 3.35895], [-2.95471, 1.16736, 2.12909], [-4.26306, 3.50889, 1.79451], [-5.31890, 2.32323, 2.56533], [-4.71001, 3.70251, 3.49598], [-3.45722, 1.58747, 4.02770], [-1.75684, 3.57311, 2.44463], [-1.15279, 2.43544, 3.64172], [-2.20422, 3.76569, 4.14547], [-2.74500, 1.61394, 1.30048], [0.51284, 5.30323, 6.16086], [0.72103, 3.81846, 5.90655], [1.86276, 3.25687, 6.73931], [0.93995, 3.57284, 4.51842], [1.41146, 5.86255, 5.88586], [-0.31384, 5.68193, 5.55948], [0.29811, 5.49937, 7.21207], [-0.19816, 3.27878, 6.14251], [2.79975, 3.75838, 6.48138], [1.98871, 2.19162, 6.54624], [1.68287, 3.39914, 7.80559], [1.74748, 4.03028, 4.25970]]
}


Record 6
{
  "formula": "C6H9N",
  "method": "ωB97M-V/def2-TZVPD",
  "fmax_ev_per_a": 6.70,
  "homo_lumo_gap_ev": [9.14, 9.14],
  "charge": 0,
  "lumo_energy_ev": [0.10, 0.10],
  "multiplicity": 1,
  "smiles": "C1C2=N[C@H]12.C=CC",
  "symbols": ["C", "C", "N", "C", "H", "H", "H", "C", "C", "C", "H", "H", "H", "H", "H", "H"],
  "positions_angstrom": [[-2.66640, -0.37204, 0.29216], [-2.32432, 0.25659, -1.03611], [-1.16851, 0.76897, -0.78037], [-1.82775, 0.81594, 0.49884], [-2.12663, -1.28079, 0.39165], [-3.77380, -0.61352, 0.47946], [-2.04510, 1.84896, 0.94731], [2.06123, -1.41392, 0.34629], [1.81332, -0.48140, -0.58951], [1.48772, 0.96037, -0.19028], [2.13643, -2.43354, 0.09452], [2.25430, -1.30134, 1.37636], [1.83577, -0.66047, -1.56327], [0.53499, 1.11113, -0.69291], [2.32970, 1.62517, -0.46887], [1.47907, 1.16987, 0.89473]]
}